# 1
{"formula": "C43H75N7O8", "method": "wB97M-V/def2-TZVPD", "homo_ha": -0.3302, "e_tot_ha": -2668.581881, "smiles": "CNC(C)=O.CNC(C)=O.CNC(C)=O.CNC(C)=O.c1ccncc1.c1ccncc1.c1ccncc1.C1CCOC1.C1CCOC1.C1CCOC1.C1CCOC1", "symbols": ["C", "C", "C", "O", "C", "H", "H", "H", "H", "H", "H", "H", "H", "C", "C", "C", "O", "C", "H", "H", "H", "H", "H", "H", "H", "H", "C", "C", "C", "O", "C", "H", "H", "H", "H", "H", "H", "H", "H", "C", "C", "C", "O", "C", "H", "H", "H", "H", "H", "H", "H", "H", "C", "C", "O", "N", "C", "H", "H", "H", "H", "H", "H", "H", "C", "C", "O", "N", "C", "H", "H", "H", "H", "H", "H", "H", "C", "C", "O", "N", "C", "H", "H", "H", "H", "H", "H", "H", "C", "C", "O", "N", "C", "H", "H", "H", "H", "H", "H", "H", "N", "C", "C", "C", "C", "C", "H", "H", "H", "H", "H", "N", "C", "C", "C", "C", "C", "H", "H", "H", "H", "H", "N", "C", "C", "C", "C", "C", "H", "H", "H", "H", "H"], "xyz": [[-4.12, -1.21, -2.46], [-3.18, -2.42, -2.66], [-1.98, -1.75, -3.28], [-2.55, -0.78, -4.18], [-3.64, -0.17, -3.49], [-4.10, -0.76, -1.47], [-5.10, -1.60, -2.73], [-3.53, -3.17, -3.37], [-2.84, -2.89, -1.74], [-1.30, -2.37, -3.86], [-1.40, -1.21, -2.51], [-4.43, 0.18, -4.15], [-3.21, 0.67, -2.93], [-1.94, 4.17, -4.50], [-1.10, 2.97, -4.96], [0.03, 3.54, -5.81], [-0.64, 4.59, -6.47], [-1.53, 5.23, -5.56], [-1.61, 4.45, -3.50], [-2.95, 3.79, -4.59], [-1.69, 2.38, -5.66], [-0.90, 2.36, -4.08], [0.36, 2.73, -6.46], [0.92, 3.84, -5.24], [-2.37, 5.60, -6.16], [-0.97, 6.08, -5.15], [0.91, 0.53, 0.06], [-0.20, 0.68, 1.07], [-1.46, 0.36, 0.27], [-1.16, 0.89, -0.99], [0.21, 0.68, -1.33], [1.39, -0.45, -0.01], [1.59, 1.37, 0.17], [-0.29, 1.69, 1.46], [-0.14, 0.02, 1.94], [-2.35, 0.85, 0.64], [-1.59, -0.74, 0.24], [0.57, 1.47, -2.00], [0.34, -0.18, -2.00], [-3.95, -4.77, 0.39], [-2.78, -3.91, 0.71], [-2.56, -4.18, 2.16], [-2.78, -5.60, 2.23], [-3.57, -6.07, 1.10], [-4.18, -4.79, -0.68], [-4.94, -4.52, 0.79], [-2.99, -2.85, 0.51], [-1.82, -4.16, 0.25], [-3.22, -3.62, 2.83], [-1.57, -3.98, 2.59], [-4.46, -6.64, 1.36], [-2.85, -6.68, 0.54], [0.96, 2.95, 3.86], [1.64, 4.21, 4.34], [1.54, 4.62, 5.48], [2.44, 4.83, 3.44], [3.57, 5.70, 3.79], [0.65, 3.10, 2.83], [0.10, 2.93, 4.52], [1.46, 1.99, 3.98], [2.57, 4.42, 2.53], [4.11, 6.04, 2.91], [4.12, 5.14, 4.54], [3.19, 6.65, 4.19], [-3.63, 0.89, 6.06], [-2.52, 0.40, 5.15], [-2.23, 1.11, 4.19], [-1.92, -0.78, 5.43], [-0.77, -1.31, 4.74], [-3.38, 0.64, 7.10], [-4.55, 0.39, 5.76], [-3.76, 1.96, 6.02], [-2.47, -1.24, 6.13], [-0.92, -2.23, 4.17], [0.06, -1.39, 5.45], [-0.50, -0.54, 4.02], [2.71, -1.64, -3.25], [3.70, -0.56, -2.85], [3.45, 0.12, -1.86], [4.78, -0.39, -3.64], [5.84, 0.62, -3.42], [2.26, -2.07, -2.36], [3.11, -2.49, -3.80], [1.91, -1.14, -3.79], [4.83, -0.97, -4.46], [6.83, 0.32, -3.75], [5.89, 0.81, -2.35], [5.47, 1.47, -3.99], [1.75, -6.00, -2.23], [1.11, -4.96, -1.34], [-0.09, -4.70, -1.40], [1.95, -4.34, -0.48], [1.56, -3.27, 0.41], [0.99, -6.78, -2.30], [2.68, -6.43, -1.88], [1.86, -5.56, -3.23], [2.88, -4.71, -0.39], [1.30, -3.65, 1.40], [0.71, -2.73, 0.00], [2.32, -2.51, 0.60], [5.20, -1.64, 1.94], [5.34, -1.88, 3.25], [4.51, -1.39, 4.25], [3.50, -0.52, 3.85], [3.32, -0.23, 2.51], [4.13, -0.91, 1.61], [6.26, -2.40, 3.51], [4.73, -1.61, 5.29], [2.84, -0.12, 4.61], [2.55, 0.44, 2.14], [4.06, -0.75, 0.54], [-4.98, -1.85, 2.31], [-6.18, -2.08, 1.76], [-6.90, -1.08, 1.16], [-6.35, 0.20, 0.99], [-5.03, 0.35, 1.41], [-4.39, -0.69, 2.09], [-6.58, -3.07, 1.98], [-7.88, -1.22, 0.72], [-6.81, 1.07, 0.56], [-4.54, 1.31, 1.44], [-3.47, -0.47, 2.62], [4.84, 5.89, -1.10], [4.87, 4.79, -0.35], [4.35, 3.56, -0.79], [3.76, 3.56, -2.05], [3.96, 4.64, -2.87], [4.45, 5.82, -2.37], [5.15, 4.99, 0.68], [4.24, 2.71, -0.14], [3.15, 2.70, -2.30], [3.57, 4.59, -3.89], [4.44, 6.74, -2.94]]}

=====

# 2
{"formula": "Br2S2", "method": "wB97M-V/def2-TZVPD", "homo_ha": -0.3350, "e_tot_ha": -5944.397020, "smiles": "BrSSBr", "symbols": ["Br", "Br", "S", "S"], "xyz": [[-2.30, -1.07, 0.12], [2.49, 0.35, 0.29], [-0.56, -0.25, -0.95], [0.37, 0.97, 0.55]]}

=====

# 3
{"formula": "H37O18", "method": "wB97M-V/def2-TZVPD", "homo_ha": -0.4573, "e_tot_ha": -1376.209423, "total_charge": 1, "symbols": ["O", "H", "H", "O", "H", "O", "H", "H", "O", "H", "H", "O", "H", "H", "O", "H", "H", "O", "H", "H", "O", "H", "H", "O", "H", "H", "O", "H", "H", "O", "H", "H", "O", "H", "H", "O", "H", "H", "O", "H", "H", "O", "H", "H", "O", "H", "H", "O", "H", "H", "O", "H", "H", "H", "H"], "xyz": [[-1.99, -1.41, 2.70], [-2.54, 1.70, 0.18], [1.06, 2.19, 0.21], [1.95, 2.20, 0.62], [-1.51, -2.02, 3.27], [0.17, 0.46, 0.84], [0.24, 0.05, 1.70], [-0.73, 0.42, 0.48], [5.42, 1.84, -1.19], [6.16, 1.35, -1.54], [5.58, 2.69, -0.79], [-4.79, -1.09, 2.34], [-4.45, -2.00, 2.39], [-4.54, -0.98, 3.27], [0.40, -4.37, 0.18], [1.04, -4.92, 0.61], [-0.41, -4.85, 0.37], [-2.78, 2.74, -2.71], [-2.18, 3.37, -2.30], [-3.33, 3.36, -3.21], [-1.40, 4.01, 0.47], [-0.44, 4.06, 0.36], [-1.54, 4.36, 1.36], [1.63, -3.02, 3.00], [2.26, -2.93, 3.73], [-1.93, -0.57, 3.18], [2.65, -5.27, -1.35], [2.02, -5.57, -2.01], [3.02, -4.43, -1.64], [-1.22, -1.40, -1.45], [-1.33, -2.35, -1.38], [-2.14, -1.13, -1.39], [1.20, 5.11, -0.98], [0.90, 5.97, -1.27], [2.16, 5.13, -1.06], [-2.54, 0.74, 0.22], [2.05, -3.76, 2.54], [-3.33, 0.44, 0.63], [3.87, -1.07, 1.04], [4.67, -1.59, 1.04], [3.29, -1.49, 1.68], [2.69, 0.76, -1.18], [2.10, 0.09, -0.82], [3.59, 0.41, -1.11], [-1.78, -1.07, -4.74], [-1.36, -0.25, -4.99], [-1.12, -1.70, -4.44], [0.71, 1.36, 4.70], [1.41, 1.86, 4.27], [1.11, 1.29, 5.58], [-4.72, -0.41, -3.02], [-5.49, -0.56, -2.50], [-4.21, -1.01, -3.56], [2.49, 1.67, -0.23], [1.88, 1.44, 1.20]]}